Record 1
# C3H2NP

An isolated molecule of C3H2NP in a non-equilibrium geometry (wB97M-V/def2-TZVPD, the Open Molecules 2025 dataset).

Its energy above the lowest of the compared OMol25 structures with the same formula, charge and spin is 48.5 kcal/mol. The orbital gap (spin up / spin down) is 6.53 / 7.38 eV. The net charge is 0.

CARTESIAN COORDINATES (ANGSTROEM)
C 2.7596 0.1795 0.0536
N 3.9081 0.2126 -0.0560
C 0.2477 -0.4576 -0.0689
H -0.5231 1.5019 -0.4266
H 0.1314 -1.6375 -0.0971
P -1.3196 0.4232 0.0172
C 1.4640 -0.0600 0.0769

***

Record 2
# C3H2O2

A cluster of 2 separate species, C3H2O2 in total in a non-equilibrium geometry (wB97M-V/def2-TZVPD, the Open Molecules 2025 dataset).

Its energy above the lowest of the compared OMol25 structures with the same formula, charge and spin is 52.4 kcal/mol. The orbital gap is 10.23 eV. The net charge is 0.

CARTESIAN COORDINATES (ANGSTROEM)
H -0.9715 0.5749 0.2300
O 0.8991 -2.7917 -1.1182
O 1.4939 -1.8126 -3.0952
C 0.2620 0.0205 -1.4308
C 1.2458 -2.2806 -2.0778
C -0.3917 -0.0957 -0.3104
H -0.5849 -1.0366 0.2056

***

Calculated total energy, -13917.284, -7234.632 eV (same order as the records).